Record 1
The following is a quantum chemistry calculation of one molecule with the formula C2H2N4O2 in a non-equilibrium geometry, from the OMol25 dataset.

CARTESIAN COORDINATES (ANGSTROEM)
O (-2.7167, 0.1544, 0.1260)
N (-1.5993, -0.7700, -0.0431)
C (-0.3724, -0.2318, -0.3428)
N (0.1019, 1.0565, -0.2627)
C (1.4201, 1.0429, -0.0502)
O (2.2226, 0.0240, 0.2607)
N (1.7739, -1.3724, 0.0785)
N (0.5614, -1.4293, -0.3058)
H (-3.4820, -0.4437, 0.6676)
H (2.0907, 1.9694, -0.1282)

The calculation puts the energy above the lowest of the compared OMol25 structures with the same formula, charge and spin at 166.93 kcal per mole. The value obtained for the electronic energy is -446.70669 hartree. As for the multiplicity: 1. Its LUMO energy is -0.61 eV. The calculation puts the HOMO-LUMO gap at 8.731 eV.


Record 2
The following is a quantum chemistry calculation of one molecule with the formula C2H2N4OS in a non-equilibrium geometry, from the OMol25 dataset.

CARTESIAN COORDINATES (ANGSTROEM)
S (-1.8551, 1.0561, -1.7575)
N (-0.2178, 0.5933, -1.3480)
C (0.1605, 0.1031, -0.2668)
N (-0.5708, -0.1065, 0.9538)
N (0.0316, -0.4595, 2.0280)
C (1.3647, -0.8175, 1.9760)
N (2.1624, -1.0281, 0.9691)
O (1.4148, -0.7324, -0.3107)
H (-2.5820, 1.1720, -0.6889)
H (1.9554, -0.9173, 2.8198)

The calculation puts the energy above the lowest of the compared OMol25 structures with the same formula, charge and spin at 93.30 kcal per mole. The value obtained for the electronic energy is -769.67436 hartree. As for the multiplicity: 1. Its LUMO energy is -2.03 eV. The calculation puts the HOMO-LUMO gap at 7.393 eV.


Record 3
The following is a quantum chemistry calculation of C2H2N6O6 as an isolated structure in a non-equilibrium geometry, from the OMol25 dataset.

CARTESIAN COORDINATES (ANGSTROEM)
C (0.8236, -2.8977, 0.0398)
C (-0.6440, 0.2179, -0.0076)
N (-1.7327, -0.4525, -0.1208)
N (0.2460, -1.8602, 0.2195)
N (0.5531, -0.5154, 0.0883)
N (-2.9489, 0.0001, -0.1014)
N (-0.5356, 1.6226, 0.1749)
N (2.9077, 0.9680, -0.0684)
O (1.6059, -0.1086, -0.6482)
O (-1.5764, 2.2649, 0.0981)
O (3.0899, 0.9044, 1.0670)
O (1.1865, -3.9920, -0.0398)
O (0.5616, 2.0989, 0.4130)
O (3.2962, 1.4748, -1.0216)
H (-3.1705, 0.9866, 0.0011)
H (-3.6626, -0.7118, -0.0937)

The calculation puts the energy above the lowest of the compared OMol25 structures with the same formula, charge and spin at 0.00 kcal per mole. The value obtained for the electronic energy is -856.99993 hartree. As for the multiplicity: 1. Its LUMO energy is -0.92 eV. The calculation puts the HOMO-LUMO gap at 7.584 eV.